Record 1
Computed, not measured: C41H48BiI2N5OSb as an isolated structure at a distorted geometry, with ωB97M-V with the def2-TZVPD basis set.

Calculated values
Net charge: +1
Kohn-Sham gap: 0.2007 Eh
F_max: 2.65 eV/A
Spin multiplicity: 1
ΔE to the lowest compared entry with this formula, charge and spin: 45.4 kcal per mole

Element x y z (Å)
Bi: 1.00847 1.02233 -0.36655
I: 7.77304 3.73121 1.15205
C: 6.13897 3.06690 0.02918
C: 6.27196 1.93440 -0.81596
C: 5.17331 1.40285 -1.46598
I: 5.50830 -0.14506 -2.75648
C: 3.88157 1.97153 -1.24582
O: 2.81488 1.39127 -1.77391
C: 3.83207 3.19990 -0.52754
C: 2.56823 4.07637 -0.60529
N: 1.45928 3.62127 0.21553
C: 0.22310 4.35040 -0.13938
C: -0.43705 3.97517 -1.41286
C: -1.45406 4.77031 -2.00687
C: -1.79260 4.55644 -3.30874
C: -1.38076 3.35488 -3.90587
C: -0.55459 2.48823 -3.20479
N: -0.11491 2.79627 -1.95959
C: 4.93149 3.69526 0.14507
H: 7.25010 1.59200 -1.00800
H: 2.24558 4.08411 -1.68517
H: 2.82980 5.13077 -0.33427
H: 1.67324 3.75930 1.21873
H: 0.46747 5.42729 -0.19303
H: -0.47524 4.32208 0.71066
H: -2.04191 5.48558 -1.42946
H: -2.41787 5.24915 -3.84580
H: -1.68600 3.08095 -4.89605
H: -0.26922 1.47354 -3.54456
H: 4.86979 4.64589 0.69928
N: 3.11306 -6.20064 6.81456
C: 3.04784 -5.20847 6.19953
C: 3.03840 -4.08856 5.29634
C: 2.06016 -3.08243 5.51288
C: 1.79969 -2.17405 4.50523
C: 2.41336 -2.34274 3.24355
C: 3.41506 -3.31595 3.02807
C: 3.77095 -4.16100 4.08124
C: 2.10709 -1.34856 2.25187
C: 1.77780 0.01882 2.58531
C: 2.20495 0.83980 3.69217
C: 1.38192 1.97369 3.79089
C: 0.47902 1.85817 2.76909
N: 0.71104 0.76343 1.97380
C: 2.01412 -1.77879 0.92748
C: 1.77091 -3.11047 0.50932
C: 1.99242 -3.12231 -0.89866
C: 2.27470 -1.81459 -1.26716
N: 2.27737 -0.95762 -0.19656
H: 1.45509 -3.06227 6.40258
H: 1.01500 -1.41504 4.65368
H: 3.89516 -3.53396 2.04046
H: 4.51299 -4.94323 3.96540
H: 2.87899 0.51957 4.46536
H: 1.52273 2.81473 4.48766
H: -0.30835 2.60906 2.60550
H: 1.66672 -3.95509 1.16239
H: 1.98066 -3.97184 -1.57500
H: 2.53059 -1.47945 -2.29638
C: -1.74892 -2.39497 1.51107
C: -2.35452 -2.84945 0.18759
C: -3.82716 -3.23471 0.31690
C: -1.43711 -3.78636 -0.56792
Sb: -2.37668 -0.80716 -0.98419
C: -2.72534 -1.30356 -3.29993
C: -3.12000 -0.05043 -3.99811
C: -1.33663 -1.77024 -3.76306
C: -3.73392 -2.43727 -3.26650
C: -3.84632 0.76040 -0.10422
C: -4.17831 1.66150 -1.25380
C: -5.05243 0.11531 0.52536
C: -2.89584 1.41484 0.90094
H: -1.66793 -3.15762 2.30417
H: -2.38534 -1.58846 1.99312
H: -0.76078 -1.97599 1.34622
H: -3.96151 -4.21334 0.94700
H: -4.28473 -3.46188 -0.65928
H: -4.40332 -2.45119 0.76539
H: -0.88290 -4.46874 0.12409
H: -0.63486 -3.16088 -1.04794
H: -1.97582 -4.39731 -1.31689
H: -2.42816 0.75560 -3.72321
H: -4.11812 0.28714 -3.84333
H: -2.95665 -0.11212 -5.08866
H: -0.52309 -1.12174 -3.34118
H: -1.29764 -1.64202 -4.84239
H: -1.12849 -2.80874 -3.51828
H: -4.71156 -2.15556 -2.79616
H: -3.38343 -3.28679 -2.71641
H: -3.92333 -2.74490 -4.34311
H: -4.91966 1.22501 -1.97435
H: -3.32061 2.05657 -1.78605
H: -4.64586 2.58457 -0.84737
H: -5.73765 -0.42605 -0.17053
H: -5.66799 0.88111 1.10041
H: -4.72103 -0.62968 1.26856
H: -1.84301 1.58065 0.58503
H: -2.82814 0.85613 1.84285
H: -3.35110 2.41750 1.06510

Atom charges from the Mulliken analysis, given in e for atoms 1 to 6: number 1, Bi, carries 2.75; number 2, I, carries 0.08; number 3, C, carries -0.53; number 4, C, carries -0.35; number 5, C, carries -0.57; number 6, I, carries 0.07



Record 2
Computed, not measured: C41H48CaGe2N3O2SSb as an isolated structure, with ωB97M-V with the def2-TZVPD basis set.

Calculated values
Net charge: 0
Kohn-Sham gap: 0.2328 Eh
F_max: 0.75 eV/A
Spin multiplicity: 1
ΔE to the lowest compared entry with this formula, charge and spin: 0.0 kcal per mole

Element x y z (Å)
Ca: 1.25887 -0.69167 1.11036
C: 4.20204 1.13912 2.70043
C: 4.27751 -0.25204 3.24293
C: 5.31839 -0.60707 4.10346
C: 5.38790 -1.88112 4.61481
C: 4.39724 -2.78723 4.25934
C: 3.39807 -2.37255 3.39671
N: 3.33421 -1.13029 2.88251
Sb: 1.87633 -3.80942 2.91520
C: 2.16822 -3.75302 0.76184
C: 2.64861 -4.97734 0.32162
C: 2.87247 -5.16227 -1.03609
C: 2.54034 -4.14783 -1.89999
C: 2.03826 -2.94706 -1.39922
C: 1.54416 -1.89179 -2.33403
N: 1.91104 -2.74104 -0.08278
C: 0.23482 -2.54286 3.56176
C: -0.52108 -3.17955 4.53513
C: -1.54509 -2.47730 5.15875
C: -1.78520 -1.18171 4.76972
C: -1.00365 -0.60516 3.76953
C: -1.28120 0.77913 3.27736
N: -0.00182 -1.27249 3.19320
H: 4.93924 1.77257 3.18940
H: 3.20889 1.56137 2.84086
H: 4.38026 1.12565 1.62268
H: 6.05905 0.13753 4.35937
H: 6.18973 -2.16660 5.28356
H: 4.40217 -3.79703 4.64742
H: 2.83179 -5.78280 1.02201
H: 3.25707 -6.10177 -1.41088
H: 2.63393 -4.27096 -2.97059
H: 1.25683 -2.34585 -3.28243
H: 2.29604 -1.12434 -2.51109
H: 0.66938 -1.39639 -1.90431
H: -0.31702 -4.20737 4.80583
H: -2.14976 -2.94581 5.92350
H: -2.58431 -0.60283 5.21157
H: -2.17941 1.17754 3.74672
H: -1.42631 0.76092 2.19477
H: -0.43997 1.44000 3.48045
C: -2.42996 -3.33396 -2.24398
C: -1.44645 -3.24894 -1.07982
Ge: -1.36110 -1.55535 0.02243
C: -2.84546 -1.93928 1.33673
C: -4.10669 -2.61364 0.80832
C: -2.44304 -0.36435 -1.19889
C: -2.34416 0.83931 -1.79021
Ge: -0.88941 2.09493 -1.53608
C: 0.48638 2.13213 -2.89828
C: 0.24669 2.90711 -4.19127
C: -1.43174 3.80779 -0.77439
C: -2.80482 4.40039 -1.07591
C: -3.41515 1.31595 -2.74097
C: -4.66460 0.69335 -2.84688
C: -5.62005 1.13993 -3.74083
C: -5.36820 2.23012 -4.56493
C: -4.14573 2.86949 -4.46864
C: -3.19517 2.41318 -3.56428
H: -2.36058 -4.29010 -2.77130
H: -2.24325 -2.54701 -2.97744
H: -3.46619 -3.22064 -1.92535
H: -0.44138 -3.44830 -1.46325
H: -1.64280 -4.05391 -0.36247
H: -3.11298 -0.99219 1.81657
H: -2.41055 -2.55884 2.12925
H: -4.58372 -2.02789 0.02060
H: -4.85866 -2.76175 1.58943
H: -3.89032 -3.59460 0.38351
H: -3.34422 -0.89836 -1.49665
H: 0.72515 1.08712 -3.11276
H: 1.36225 2.54237 -2.39726
H: -0.54163 2.47408 -4.80512
H: 1.15285 2.91642 -4.79820
H: -0.01272 3.95044 -3.99838
H: -0.64608 4.52905 -1.00778
H: -1.36077 3.61526 0.30182
H: -2.87843 4.78155 -2.09251
H: -3.00799 5.23774 -0.40521
H: -3.60774 3.67538 -0.94892
H: -4.90714 -0.14705 -2.21475
H: -6.57517 0.63481 -3.79310
H: -6.11660 2.57651 -5.26440
H: -3.92197 3.72490 -5.09276
H: -2.25741 2.95209 -3.52580
O: 1.25184 1.46084 1.76529
C: 1.04851 1.95043 0.65381
O: 0.08012 1.43600 -0.06230
C: 1.99457 2.94578 0.08925
C: 1.82696 4.31419 0.23309
C: 2.77015 5.17644 -0.30449
C: 3.87059 4.64002 -0.96567
C: 4.04091 3.27122 -1.07713
C: 3.10849 2.37272 -0.54387
S: 3.29411 0.62875 -0.68139
H: 0.96936 4.70430 0.76506
H: 2.65283 6.24568 -0.20176
H: 4.61385 5.29899 -1.39524
H: 4.90637 2.86812 -1.58596

Atom charges from the Mulliken analysis, given in e for atoms 1 to 6: number 1, Ca, carries 1.15; number 2, C, carries -0.93; number 3, C, carries 0.80; number 4, C, carries -0.83; number 5, C, carries -0.45; number 6, C, carries -1.08



Record 3
Computed, not measured: C41H48CdGeN2P2 as an isolated structure, with ωB97M-V with the def2-TZVPD basis set.

Calculated values
Net charge: +1
Kohn-Sham gap (spin up / spin down): 0.2568 / 0.2105 Eh
F_max: 0.93 eV/A
Spin multiplicity: 2
ΔE to the lowest compared entry with this formula, charge and spin: 17.7 kcal per mole

Element x y z (Å)
Cd: -0.55209 -0.37968 -0.78541
C: -1.93225 1.63173 -4.16333
C: -0.59166 2.12397 -3.95869
C: 0.18430 1.09032 -3.51839
C: -0.64641 -0.08340 -3.44490
C: -1.96072 0.30345 -3.83781
H: -2.74628 2.21549 -4.55152
H: -0.27458 3.13261 -4.14474
H: 1.24863 1.12294 -3.33868
H: -0.29574 -1.10294 -3.53182
H: -2.79612 -0.36932 -3.92574
C: -3.55793 1.26814 2.21418
P: -2.21166 1.42742 0.96418
C: -1.07427 2.43343 2.00735
N: -1.53457 3.58169 2.43042
C: -0.75204 4.34916 3.21145
C: -1.18433 5.62033 3.63788
C: -0.35933 6.38924 4.41153
C: 0.90625 5.91833 4.81078
C: 1.34842 4.67926 4.43609
C: 0.52998 3.87232 3.61909
N: 0.95219 2.66010 3.21715
C: 0.19927 1.95878 2.41094
P: 0.82107 0.30438 1.87933
C: 0.86790 -0.48351 3.54694
C: 2.64271 0.65964 1.50303
C: 3.47466 1.15138 2.68290
C: 3.24539 -0.64680 0.98824
C: 2.63073 1.69803 0.38033
C: -2.90660 2.68375 -0.25855
C: -3.70611 3.83923 0.33707
C: -3.79857 1.85001 -1.18195
C: -1.70610 3.22338 -1.03725
H: -3.72514 2.23378 2.69365
H: -3.25733 0.53383 2.96337
H: -4.47122 0.91954 1.73271
H: -2.15993 5.96147 3.33066
H: -0.67513 7.37375 4.72269
H: 1.53130 6.55166 5.42174
H: 2.31614 4.30478 4.73659
H: 1.20097 0.22589 4.30165
H: 1.52933 -1.34677 3.52357
H: -0.13542 -0.82931 3.79703
H: 3.59130 0.37370 3.43404
H: 3.01899 2.02374 3.14052
H: 4.46888 1.41701 2.32439
H: 3.21561 -1.42013 1.75456
H: 4.28810 -0.49430 0.71636
H: 2.71522 -1.00229 0.10280
H: 2.23992 2.64884 0.73718
H: 2.01034 1.36256 -0.46249
H: 3.63718 1.86876 0.00683
H: -4.66224 3.50556 0.73041
H: -3.90372 4.56556 -0.44956
H: -3.15061 4.33800 1.12557
H: -4.62051 1.39962 -0.62559
H: -3.21867 1.05308 -1.65903
H: -4.22535 2.47189 -1.96534
H: -1.09640 3.87420 -0.41112
H: -2.04003 3.80014 -1.89773
H: -1.07971 2.40031 -1.40626
C: -0.45967 -5.56333 2.63539
C: -0.96843 -5.94751 1.40573
C: -0.75234 -5.16596 0.28304
C: -0.01616 -3.99232 0.38194
C: 0.48297 -3.61051 1.62140
C: 0.26420 -4.38741 2.74368
Ge: 0.31228 -2.83009 -1.20545
C: 2.25139 -2.68768 -1.66592
C: 3.21642 -3.48453 -1.06387
C: 4.55650 -3.32061 -1.37422
C: 4.95014 -2.35096 -2.27985
C: 3.99603 -1.55103 -2.88484
C: 2.65749 -1.72762 -2.58692
C: -0.69697 -3.49660 -2.77962
C: -2.08606 -3.43795 -2.76366
C: -2.82268 -3.89249 -3.84079
C: -2.17115 -4.39698 -4.95578
C: -0.78679 -4.42784 -4.99539
C: -0.05161 -3.98566 -3.90812
H: -0.63783 -6.17253 3.50899
H: -1.53575 -6.86115 1.31750
H: -1.14971 -5.46785 -0.67782
H: 1.05396 -2.69250 1.69452
H: 0.64877 -4.07634 3.70455
H: 2.91695 -4.22968 -0.34013
H: 5.29795 -3.94714 -0.90322
H: 5.99519 -2.21005 -2.51159
H: 4.29132 -0.78892 -3.58919
H: 1.91807 -1.10670 -3.07593
H: -2.59149 -3.03021 -1.89097
H: -3.90185 -3.84425 -3.82102
H: -2.74176 -4.75127 -5.80065
H: -0.27626 -4.78540 -5.87760
H: 1.03087 -4.01667 -3.93350

Atom charges from the Mulliken analysis, given in e for atoms 1 to 6: number 1, Cd, carries 2.57; number 2, C, carries -0.49; number 3, C, carries -0.80; number 4, C, carries -0.60; number 5, C, carries -0.68; number 6, C, carries -0.91



> Number 3 is which compound?

C41H48CdGeN2P2